Here is C48H63FN10O7P2Ti as an isolated structure in a non-equilibrium geometry from OMol25. Energies are from wB97M-V/def2-TZVPD.

Element x y z (Å)
Ti: -0.84076 -0.41453 -0.82939
O: -4.31456 -0.01143 -2.89439
C: -3.12106 -0.39533 -2.44889
O: -2.64606 0.03937 -1.33569
C: -2.34176 -1.34993 -3.13229
C: -2.66716 -2.09163 -4.28239
C: -1.80246 -3.06613 -4.71489
C: -0.61986 -3.30983 -3.99389
C: -0.36346 -2.55943 -2.86579
N: -1.19346 -1.59203 -2.41889
C: 0.73804 -2.74473 -1.91219
O: 1.79004 -3.48753 -2.17199
O: 0.61894 -2.19753 -0.81019
H: -4.78936 0.53977 -2.25259
H: -3.60386 -1.90653 -4.78369
H: -2.03366 -3.66563 -5.57949
H: 0.04634 -4.09953 -4.30819
H: 1.80004 -3.84693 -3.07299
C: -2.50156 2.95757 -0.34349
P: -1.72046 1.60767 0.62911
C: -3.25276 0.79357 1.25651
N: -4.23916 1.59517 1.55131
C: -5.48296 1.10047 1.69311
C: -6.55936 1.93587 2.04041
C: -7.83426 1.44007 1.97091
C: -8.08156 0.11287 1.57251
C: -7.04786 -0.74133 1.28721
C: -5.72496 -0.27163 1.37261
N: -4.67786 -1.09823 1.16781
C: -3.46466 -0.61843 1.17131
P: -2.05226 -1.77753 0.95371
C: -1.47326 -1.82613 2.69711
C: -2.75126 -3.51593 0.70161
C: -3.43786 -3.52093 -0.66479
C: -1.54026 -4.45723 0.68241
C: -3.72696 -3.96783 1.78641
C: -0.98546 2.64297 2.04851
C: -0.52176 1.73227 3.18221
C: -1.99086 3.65197 2.59771
C: 0.24744 3.32597 1.45201
H: -3.28166 3.43237 0.24911
H: -2.93246 2.55677 -1.25729
H: -1.74166 3.68907 -0.61539
H: -6.35646 2.95387 2.33241
H: -8.66856 2.07577 2.21811
H: -9.10186 -0.23263 1.50451
H: -7.22236 -1.76633 1.00001
H: -2.26586 -2.19303 3.34891
H: -1.19266 -0.82223 3.00591
H: -0.61246 -2.48843 2.77611
H: -2.74246 -3.22403 -1.44889
H: -4.28986 -2.84243 -0.67159
H: -3.79516 -4.52153 -0.89579
H: -0.76706 -4.09403 0.00411
H: -1.85276 -5.44873 0.35851
H: -1.10326 -4.55813 1.67401
H: -4.54696 -3.26423 1.89621
H: -3.23086 -4.10333 2.74521
H: -4.13896 -4.93633 1.50291
H: -1.37006 1.28247 3.69821
H: 0.13934 0.96307 2.78851
H: 0.04144 2.31827 3.90981
H: -2.92546 3.15887 2.85831
H: -2.20556 4.45387 1.89811
H: -1.58726 4.11077 3.49891
H: 0.89054 2.58397 0.97371
H: 0.81914 3.81517 2.23861
H: -0.01896 4.08507 0.72281
F: 2.98494 -0.84913 4.97111
C: 3.35634 -0.50483 3.71721
C: 2.41504 -0.48823 2.73021
C: 2.77134 -0.19093 1.40411
C: 1.76224 -0.09103 0.37401
O: 0.52124 -0.19823 0.62461
C: 2.26944 0.13047 -0.94219
C: 3.60984 0.23127 -1.18069
N: 4.53404 0.17827 -0.21129
C: 5.91954 0.38567 -0.55929
C: 6.47804 -0.27213 -1.78469
C: 6.90774 -0.73963 -0.42969
C: 4.14254 -0.01653 1.09771
C: 5.08254 -0.03943 2.13391
C: 4.71934 -0.23323 3.46371
N: 5.64114 -0.20843 4.48731
C: 6.98484 -0.70753 4.35131
C: 7.23634 -1.77453 5.42671
N: 6.96914 -1.21673 6.77721
C: 5.57344 -0.71623 6.87251
C: 5.37324 0.34817 5.79341
C: 1.26984 0.11387 -2.06309
O: 1.48774 -0.51433 -3.08469
O: 0.17214 0.73057 -1.79219
H: 1.39584 -0.75363 2.95891
H: 3.95904 0.38787 -2.19029
H: 6.26344 1.38807 -0.32499
H: 7.18604 0.27797 -2.38169
H: 5.83434 -0.91873 -2.35969
H: 7.90164 -0.49473 -0.08639
H: 6.55254 -1.70383 -0.10249
H: 6.11784 0.12827 1.89341
H: 7.71814 0.10277 4.43681
H: 7.10444 -1.18053 3.37751
H: 8.26444 -2.13463 5.37641
H: 6.55304 -2.61313 5.27241
H: 7.62014 -0.43963 6.96371
H: 7.13934 -1.93423 7.49281
H: 5.39584 -0.30483 7.86651
H: 4.88264 -1.54443 6.70101
H: 6.05934 1.18857 5.97451
H: 4.35794 0.73647 5.85301
C: 0.19864 1.93227 -4.83109
N: 0.01174 3.02327 -5.77369
C: -0.78776 4.07187 -5.15359
N: -2.08166 3.54347 -4.73029
C: -1.85566 2.43957 -3.81189
N: -1.07776 1.35057 -4.40099
C: -1.78596 0.89147 -5.59989
N: -1.99286 1.97017 -6.54709
C: -0.70096 2.51717 -6.94109
C: -2.77306 3.02117 -5.90909
H: 0.72264 2.30857 -3.94759
H: 0.80564 1.15737 -5.30169
H: -0.94886 4.88257 -5.86899
H: -0.25656 4.46607 -4.28199
H: -2.83276 2.05017 -3.51549
H: -1.30786 2.80367 -2.93799
H: -2.76236 0.49627 -5.30569
H: -1.20156 0.09767 -6.07189
H: -0.85876 3.33047 -7.65209
H: -0.10626 1.72907 -7.40629
H: -3.73966 2.61567 -5.60129
H: -2.93256 3.83157 -6.62139

Its spin multiplicity is 2. For the calculated total energy, the calculation gives -4572.49407 hartree. The molar mass is 1020.9 g/mol. The value obtained for the HOMO-LUMO gap (alpha / beta) is 5.6 / 5.6 eV. The total charge is +3.

Atom charges from the Mulliken analysis, given in e for atoms 1 to 99: -1.181, -0.529, 0.237, 0.098, -1.030, -0.475, -1.639, -0.859, 0.998, 1.709, -0.367, -0.488, -0.568, 0.528, 0.694, 0.538, 0.471, 0.389, -1.789, 2.409, -0.819, -0.033, 0.142, -0.568, -0.635, -0.686, -0.659, 0.258, 0.135, -0.765, 2.281, -1.461, 2.135, -1.765, -1.749, -1.753, 1.928, -2.243, -1.722, -1.897, 0.665, 0.223, 0.356, 0.502, 0.433, 0.444, 0.495, 0.593, 0.051, 0.395, 0.221, 0.122, 0.676, 0.199, 0.502, 0.385, 0.239, 0.392, 0.537, 0.264, 0.332, 0.687, 0.364, 0.336, 0.516, 0.303, 0.487, 0.368, -0.376, 0.270, -1.022, 0.434, 0.703, 1.324, -0.132, -0.568, 0.349, -0.410, -1.025, -0.378, 0.070, -1.316, 0.052, 0.149, -0.550, -0.904, -0.076, -0.702, -0.720, 0.111, -0.622, 0.123, 0.430, 0.897, 0.496, 0.286, 0.345, 0.311, 0.224

***

Here is a 12-piece molecular cluster, C48H63N11O2S overall in a non-equilibrium geometry from OMol25. Energies are from wB97M-V/def2-TZVPD.

Element x y z (Å)
O: 0.48407 -0.78245 -1.85915
S: -0.03248 -0.55132 -0.52118
O: -0.41217 -1.72324 0.30961
C: 1.12510 0.54039 0.44689
C: 0.34660 1.88331 0.44648
C: -1.13444 1.60599 0.54150
C: -1.48397 0.56560 -0.56906
H: 2.05245 0.66563 -0.10941
H: 1.31323 0.07190 1.41885
H: 0.77621 2.55727 1.18541
H: 0.57507 2.33947 -0.52703
H: -1.71281 2.52967 0.48939
H: -1.41133 1.11149 1.49703
H: -1.63697 0.92946 -1.58791
H: -2.31162 -0.12654 -0.31025
C: -0.19389 2.76798 4.43616
C: -0.18182 2.70940 5.86678
C: -1.23908 3.51892 6.33434
N: -1.85628 4.04461 5.22434
C: -1.23689 3.62850 4.05485
H: 0.51495 2.25744 3.79211
H: 0.52997 2.08752 6.41076
H: -1.46088 3.65104 7.36974
H: -2.68416 4.64120 5.27270
H: -1.60292 3.88111 3.08081
C: -3.09510 -5.58605 0.02680
C: -2.44250 -4.41386 -0.32745
C: -2.36633 -4.29608 -1.66701
N: -3.02163 -5.42604 -2.13499
C: -3.50899 -6.22228 -1.07862
H: -3.24408 -5.80403 1.09343
H: -2.18239 -3.70070 0.44322
H: -1.94024 -3.58544 -2.35002
H: -3.00102 -5.69847 -3.11503
H: -3.99390 -7.15393 -1.34182
C: -4.60341 5.26218 2.08207
C: -5.11504 5.50248 3.33731
C: -5.10896 4.28530 3.98696
N: -4.70531 3.30924 3.11010
C: -4.38088 3.92583 1.92934
H: -4.46141 6.03924 1.34728
H: -5.50629 6.43647 3.71489
H: -5.32215 4.08073 5.03472
H: -4.60221 2.35709 3.37284
H: -3.92134 3.41610 1.09337
C: -0.75650 3.02007 -3.65974
C: 0.65900 3.28808 -3.71726
C: 1.07869 2.77898 -4.95482
N: -0.01242 2.30234 -5.65554
C: -1.13295 2.43185 -4.87550
H: -1.39698 3.19104 -2.79996
H: 1.30199 3.75322 -2.99208
H: 2.07334 2.75936 -5.36186
H: 0.06663 1.71142 -6.47041
H: -2.11380 2.10476 -5.23005
C: 3.57860 3.39512 3.23799
C: 3.08791 3.87194 1.99703
C: 4.06694 3.71746 1.08030
N: 5.17353 3.19467 1.70734
C: 4.89428 3.02438 3.02782
H: 3.12738 3.45364 4.21579
H: 2.14568 4.39825 1.87817
H: 4.05918 3.83177 0.02180
H: 6.06580 2.92568 1.30037
H: 5.57773 2.54915 3.71695
C: -4.40564 -1.09278 -1.99618
C: -3.90353 -0.39732 -3.08818
C: -4.48422 0.86968 -3.15541
N: -5.34121 0.92435 -2.08520
C: -5.27613 -0.25942 -1.37023
H: -4.13137 -2.08465 -1.73384
H: -3.12936 -0.80896 -3.71169
H: -4.40151 1.69296 -3.85190
H: -5.98572 1.66062 -1.84013
H: -5.93838 -0.38215 -0.51374
C: 1.66244 -1.36126 -6.87410
C: 0.29813 -1.38120 -7.03432
C: -0.31687 -1.11932 -5.79032
N: 0.68610 -0.95928 -4.90172
C: 1.91242 -1.10864 -5.53464
H: 2.40983 -1.39336 -7.66344
H: -0.25659 -1.62915 -7.91865
H: -1.34544 -0.96038 -5.47658
H: 0.49151 -0.68729 -3.94162
H: 2.87140 -1.03285 -5.04624
C: -2.06537 -1.85751 4.37804
C: -2.32572 -2.84168 5.36395
C: -1.84609 -4.06714 4.97502
N: -1.37312 -3.85664 3.70880
C: -1.40506 -2.49265 3.35578
H: -2.29448 -0.80960 4.49075
H: -2.82558 -2.62155 6.29287
H: -1.76096 -5.03349 5.40864
H: -1.07034 -4.59117 3.08805
H: -0.92727 -2.27026 2.40755
C: 3.48793 -4.32156 -0.80687
C: 2.99927 -5.12730 -1.89518
C: 1.62158 -4.95548 -1.98985
N: 1.26173 -4.06767 -1.00120
C: 2.37276 -3.68177 -0.27115
H: 4.50344 -4.29325 -0.46470
H: 3.75807 -5.65215 -2.45984
H: 0.89159 -5.35163 -2.65344
H: 0.31648 -3.71840 -0.82000
H: 2.34224 -2.94994 0.50747
C: 4.09973 -2.39337 2.35323
C: 3.20110 -2.00923 3.39429
C: 2.89500 -0.67338 3.33417
N: 3.60225 -0.20141 2.26795
C: 4.32216 -1.24256 1.66127
H: 4.39844 -3.41862 2.22238
H: 2.78911 -2.70907 4.08922
H: 2.29431 -0.03958 3.96459
H: 3.75449 0.77434 2.15623
H: 4.94519 -1.06064 0.79826
C: 5.64151 -0.11465 -2.22003
C: 4.92574 1.10106 -2.28371
C: 3.59875 0.76888 -2.21695
N: 3.47760 -0.61083 -2.13972
C: 4.72253 -1.11224 -2.12015
H: 6.67390 -0.35247 -2.18850
H: 5.28846 2.10661 -2.33456
H: 2.72836 1.41984 -2.32935
H: 2.65934 -1.20848 -2.09749
H: 4.75831 -2.18824 -2.11519

For the calculated total energy, the calculation gives -3017.69364 hartree. The molar mass is 858.2 g/mol. The value obtained for the HOMO-LUMO gap is 8.2 eV. As for the SMILES: O=S1(=O)CCCC1.c1cc[nH]c1.c1cc[nH]c1.c1cc[nH]c1.c1cc[nH]c1.c1cc[nH]c1.c1cc[nH]c1.c1cc[nH]c1.c1cc[nH]c1.c1cc[nH]c1.c1cc[nH]c1.c1cc[nH]c1. The total charge is 0.

Atom charges from the Mulliken analysis, given in e for atoms 1 to 99: 0.142, 0.192, -0.217, 0.396, -0.270, -0.257, -0.454, -0.009, -0.267, -0.032, 0.017, 0.321, 0.175, 0.020, 0.158, 0.433, -0.920, -0.691, 0.051, -0.960, 0.526, 0.400, 0.412, 0.240, 0.525, -0.866, 0.390, -1.386, -0.061, -0.592, 0.376, 0.588, 0.927, 0.222, 0.408, -0.206, -0.351, -0.809, 0.159, -0.868, 0.444, 0.429, 0.466, 0.217, 0.528, -0.153, -0.574, -0.703, 0.032, -0.808, 0.511, 0.600, 0.424, 0.306, 0.394, -0.058, -0.154, -0.928, 0.104, -1.064, 0.498, 0.585, 0.468, 0.229, 0.360, -0.557, 0.282, -0.920, 0.077, -0.891, 0.591, 0.385, 0.407, 0.207, 0.413, -0.651, -0.665, -0.358, 0.717, -0.470, 0.394, 0.427, 0.202, 0.077, 0.353, -0.755, -0.557, -0.692, 0.092, -0.113, 0.564, 0.387, 0.469, 0.219, 0.472, -0.525, -0.792, -0.705, 0.240

***

Here is a 7-piece molecular cluster, C48H63N9 overall in a non-equilibrium geometry from OMol25. Energies are from wB97M-V/def2-TZVPD.

Element x y z (Å)
C: -2.41765 0.29182 3.26257
C: -1.39636 1.49031 3.75129
C: -0.04600 1.80352 2.86548
C: 0.37266 0.96190 1.48363
N: 1.66182 1.36778 0.82628
C: 1.84718 0.50538 -0.39078
C: 3.25433 0.74966 -1.25923
C: 3.05034 1.70251 -2.57735
C: 1.85128 1.21435 -3.59928
C: 2.17139 -0.20736 -4.37157
C: 0.77357 -0.98054 -4.86698
C: 0.82979 -2.59434 -4.43361
C: -0.67945 -3.16588 -4.14327
C: -0.88365 -3.87248 -2.67669
C: 0.38446 -4.77465 -2.15919
C: -0.07859 -5.40844 -0.68289
C: 1.01743 -4.91910 0.47111
C: 2.52734 -5.56309 0.23152
N: 3.58248 -4.47972 0.48727
C: 4.28900 -3.70802 -0.64016
C: 5.33227 -2.64637 0.11028
C: 5.17952 -2.88262 1.72592
C: 4.05842 -4.08317 1.87412
C: 0.85593 -0.66365 -0.93633
N: -0.43074 -1.00736 -0.24120
C: -0.66268 -0.19674 1.00235
C: -2.02807 -0.52523 1.88246
H: -3.40453 -0.02295 3.85036
H: -1.62874 2.10499 4.72939
H: 0.69256 2.65883 3.24810
H: 4.09600 1.21411 -0.56347
H: 3.68233 -0.27950 -1.64274
H: 2.73794 2.77542 -2.18800
H: 4.08882 1.84972 -3.14639
H: 0.82585 1.22188 -3.02326
H: 1.79779 2.03995 -4.45260
H: 2.85866 -0.88933 -3.71351
H: 2.74989 0.04484 -5.36363
H: 0.65689 -0.82511 -6.02305
H: -0.10026 -0.39962 -4.31164
H: 1.56739 -2.64901 -3.52631
H: 1.25946 -3.15525 -5.39148
H: -1.40037 -2.21432 -4.15396
H: -1.10183 -3.86726 -5.01153
H: -1.23780 -3.06535 -1.88974
H: -1.80015 -4.62616 -2.79654
H: 0.73252 -5.61023 -2.91191
H: 1.31947 -4.07936 -1.89959
H: -1.09698 -4.87948 -0.37973
H: -0.20721 -6.58255 -0.72340
H: 1.15238 -3.73320 0.48774
H: 0.66375 -5.20335 1.56209
H: 2.62702 -6.03089 -0.85143
H: 2.74420 -6.42215 0.99773
H: 4.10862 -3.85571 -1.79826
H: 6.03397 -1.89192 -0.46028
H: 5.79377 -2.28635 2.52940
H: 3.71022 -4.50893 2.93086
H: 1.15683 -1.25559 -1.90054
H: -2.80100 -1.36700 1.54943
C: -6.25033 -0.28112 7.72512
C: -5.18807 -0.54978 8.62104
C: -4.03382 -0.06763 8.04558
N: -4.36171 0.47823 6.83181
C: -5.71204 0.35755 6.63033
H: -7.29537 -0.52589 7.86406
H: -5.25771 -1.04142 9.58278
H: -3.00976 -0.06742 8.39438
H: -3.70940 0.90425 6.18634
H: -6.17282 0.73402 5.72692
C: 6.55929 2.99252 -0.53571
C: 7.48814 1.92774 -0.45376
C: 8.47732 2.17375 -1.37947
N: 8.17535 3.34712 -2.02033
C: 7.01033 3.85641 -1.50858
H: 5.65921 3.11650 0.05235
H: 7.44092 1.07380 0.20959
H: 9.36717 1.61509 -1.63724
H: 8.72651 3.77121 -2.75518
H: 6.60225 4.78662 -1.88059
C: -0.50928 5.58903 1.62851
C: -1.26367 6.71474 1.21997
C: -1.74096 6.45207 -0.04460
N: -1.29703 5.20938 -0.41521
C: -0.54974 4.67322 0.60097
H: 0.00673 5.45976 2.57103
H: -1.44033 7.61933 1.78741
H: -2.35574 7.04205 -0.71119
H: -1.49133 4.75831 -1.29975
H: -0.11059 3.68922 0.50553
C: -5.24355 0.17102 -2.85484
C: -4.10327 -0.64916 -2.68074
C: -3.46120 -0.22268 -1.53977
N: -4.17148 0.82907 -1.02205
C: -5.26305 1.07273 -1.81429
H: -5.97256 0.10972 -3.65241
H: -3.78512 -1.46366 -3.31859
H: -2.56137 -0.57580 -1.05400
H: -3.92858 1.34409 -0.18576
H: -5.95749 1.86578 -1.57133
C: -4.94097 0.86123 -8.64748
C: -4.05186 0.84896 -7.54631
C: -4.77129 0.44970 -6.44225
N: -6.06432 0.22528 -6.83775
C: -6.17595 0.46836 -8.18199
H: -4.70557 1.12672 -9.66994
H: -2.99988 1.10329 -7.55762
H: -4.47489 0.30774 -5.41154
H: -6.81787 -0.07382 -6.23249
H: -7.12243 0.34285 -8.69056
C: 0.88310 1.63843 7.33549
C: 1.77221 1.62615 8.43666
C: 1.05278 1.22690 9.54072
N: -0.24025 1.00247 9.14522
C: -0.35188 1.24556 7.80098
H: 1.11850 1.90391 6.31303
H: 2.82419 1.88048 8.42535
H: 1.34918 1.08494 10.57143
H: -0.99380 0.70337 9.75048
H: -1.29836 1.12004 7.29241

For the calculated total energy, the calculation gives -2358.79517 hartree. The molar mass is 766.1 g/mol. The value obtained for the HOMO-LUMO gap is 6.3 eV. As for the SMILES: c1ccc2nc(CCCCCCCCCCCCn3cccc3)cnc2c1.c1cc[nH]c1.c1cc[nH]c1.c1cc[nH]c1.c1cc[nH]c1.c1cc[nH]c1.c1cc[nH]c1. The total charge is 0.

Atom charges from the Mulliken analysis, given in e for atoms 1 to 99: -0.376, -0.199, -0.419, 0.504, -0.476, 0.615, -0.200, -0.736, -0.517, -0.500, -0.600, 0.125, -0.371, -0.316, 0.261, -0.755, -0.179, -0.769, 0.201, -0.304, -0.324, -0.512, -0.271, -0.053, -0.011, -0.042, -0.492, 0.130, 0.353, 0.401, 0.180, 0.047, 0.294, 0.290, 0.243, 0.376, 0.156, 0.398, 0.401, 0.193, -0.411, 0.377, -0.091, 0.304, -0.049, 0.339, 0.285, -0.326, 0.309, 0.266, 0.057, 0.379, 0.266, 0.356, 0.292, 0.319, 0.288, 0.285, -0.313, 0.303, -0.454, -0.561, -0.111, 0.109, -0.438, 0.389, 0.381, 0.143, 0.173, 0.361, -0.257, -0.384, -0.626, 0.015, -0.678, 0.515, 0.448, 0.385, 0.200, 0.402, -0.227, -0.619, -0.506, 0.031, -0.350, 0.410, 0.382, 0.391, 0.208, 0.300, -0.534, -0.315, -0.331, 0.105, -0.769, 0.464, 0.523, 0.178, 0.240

***

> Which of these has the highest total charge?

C48H63FN10O7P2Ti